# C29H35N7P2Ru

C29H35N7P2Ru as an isolated structure at a distorted geometry (ωB97M-V/def2-TZVPD, OMol25).

- ⟨S²⟩: 6.05
- LUMO level (alpha / beta): -5.73 / -9.70 eV
- E: -2286.102887 Eh
- Total charge: +2
- Spin multiplicity: 5
- Highest occupied orbital energy (alpha / beta): -12.00 / -12.19 eV
- Frontier orbital gap (alpha / beta): 6.270 / 2.494 eV

CARTESIAN COORDINATES (ANGSTROEM)
Ru (0.50738, -0.54765, 3.82071)
C (-0.67229, 1.35027, 4.38505)
C (-1.35851, 0.61298, 3.41181)
C (-1.38531, 1.03625, 1.95725)
C (-0.27256, 0.39367, 1.10335)
C (0.96571, -0.03376, 1.85029)
C (1.67571, 0.85522, 2.72432)
C (1.30643, 2.28618, 3.02490)
C (0.22174, 2.51821, 4.12557)
C (2.16715, -1.68227, 4.07602)
H (-1.05473, 1.34635, 5.40003)
H (-2.15358, -0.07932, 3.72935)
H (-1.35121, 2.13682, 1.84655)
H (-2.37598, 0.74433, 1.56061)
H (-0.69165, -0.49932, 0.60378)
H (-0.00086, 1.09666, 0.29606)
H (1.54375, -0.86274, 1.40966)
H (2.73612, 0.60798, 2.85392)
H (1.03988, 2.81533, 2.09927)
H (2.21633, 2.81188, 3.35738)
H (0.72575, 2.78436, 5.07143)
H (-0.38909, 3.41571, 3.91923)
H (2.33338, -1.94253, 5.13718)
H (3.10948, -1.34249, 3.62193)
H (1.84158, -2.59785, 3.55948)
P (1.46739, -0.80957, -1.44333)
P (-2.15860, -0.20268, -1.42588)
N (2.79285, 0.29550, -1.72131)
N (2.16774, -2.17135, -2.47239)
N (-2.40777, 1.44098, -1.99924)
N (-3.65415, -0.82997, -2.15905)
C (0.37623, -0.13597, -2.75531)
C (-1.04342, -0.72156, -2.79598)
C (3.90814, 0.24532, -0.87400)
C (4.93049, 0.97957, -1.43991)
C (4.46808, 1.48477, -2.69353)
C (3.15098, 1.05760, -2.84466)
C (2.41385, -3.43684, -1.92652)
C (2.71875, -4.32056, -2.95716)
C (2.69845, -3.58091, -4.17367)
C (2.34827, -2.27675, -3.85408)
C (-2.78809, 2.50707, -1.15317)
C (-2.55359, 3.70711, -1.81409)
C (-2.01478, 3.38255, -3.11026)
C (-1.98924, 2.00149, -3.21261)
C (-4.48823, -0.33324, -3.17557)
C (-5.46017, -1.29027, -3.46345)
C (-5.18499, -2.43688, -2.63734)
C (-4.05917, -2.14618, -1.87982)
H (0.84777, -0.30733, -3.73164)
H (0.33391, 0.94971, -2.62525)
H (-1.49263, -0.47509, -3.76323)
H (-1.01147, -1.82217, -2.76505)
H (3.83940, -0.30449, 0.05048)
H (5.90532, 1.13556, -0.99576)
H (5.03287, 2.07411, -3.41527)
H (2.43868, 1.24464, -3.64968)
H (2.35310, -3.58175, -0.86514)
H (2.90624, -5.38316, -2.84436)
H (2.90118, -3.93832, -5.17299)
H (2.19906, -1.44719, -4.52212)
H (-3.21946, 2.31101, -0.18649)
H (-2.72490, 4.70348, -1.41586)
H (-1.65114, 4.04915, -3.88276)
H (-1.67818, 1.39804, -4.06468)
H (-4.31447, 0.63922, -3.61316)
H (-6.28102, -1.17701, -4.16274)
H (-5.76338, -3.35121, -2.59853)
H (-3.49647, -2.74412, -1.18391)
N (-0.06899, -1.15659, 5.51616)
C (-0.47028, -1.06493, 6.63235)
N (-0.90394, -1.29028, 7.79678)
C (-0.94997, -0.41044, 8.79177)
N (-1.05488, 0.31564, 9.70830)

# C29H35O5Re

C29H35O5Re as an isolated structure at a distorted geometry (ωB97M-V/def2-TZVPD, OMol25).

- ⟨S²⟩: 3.77
- LUMO level (alpha / beta): 2.36 / 2.36 eV
- E: -1580.252335 Eh
- Total charge: -1
- Spin multiplicity: 4
- Highest occupied orbital energy (alpha / beta): -0.90 / -3.07 eV
- Frontier orbital gap (alpha / beta): 3.264 / 5.426 eV

CARTESIAN COORDINATES (ANGSTROEM)
C (0.37891, -0.80969, -3.65789)
C (0.11352, -1.46192, -2.28791)
C (-0.03091, 0.69151, -3.47564)
C (-0.84086, 0.79339, -2.14242)
H (-0.62995, 0.91207, -4.36726)
H (0.87251, 1.31548, -3.54579)
C (-1.02759, -0.66049, -1.61480)
H (1.00664, -1.38534, -1.66296)
H (-0.11049, -2.53765, -2.45834)
C (-1.18288, -0.92264, -0.08254)
H (-1.90921, -1.03618, -2.13823)
H (-1.84004, 1.16477, -2.49602)
C (-0.31354, 1.62236, -0.97954)
C (1.80435, -1.01667, -4.20104)
C (-0.42123, -1.42949, -4.85509)
O (-0.95163, -0.77823, -5.73205)
O (2.76931, -1.17863, -3.50512)
O (1.86153, -1.04731, -5.55803)
O (-0.42181, -2.77858, -4.83270)
C (-1.01049, -3.41539, -5.98418)
H (-0.86042, -4.48130, -5.80807)
H (-0.53587, -3.11772, -6.90764)
H (-2.09801, -3.20161, -6.04468)
C (3.18496, -1.32266, -6.02383)
H (3.90072, -0.61302, -5.58474)
H (3.15789, -1.23003, -7.10588)
H (3.47418, -2.34475, -5.73239)
O (-0.51798, 0.05596, 0.76578)
H (-0.94276, -2.10020, 0.13380)
H (-2.25088, -0.74580, 0.13100)
C (-1.23619, 2.70047, -0.59520)
C (1.15462, 1.82985, -1.02626)
H (1.52946, 2.64316, -1.77114)
H (1.69192, 0.87448, -1.25746)
H (1.43328, 2.17142, -0.02688)
H (-0.83358, 3.19156, 0.28832)
H (-2.22362, 2.24346, -0.36610)
H (-1.42890, 3.51086, -1.37441)
Re (-0.24603, -0.53621, 2.75192)
C (-1.83817, -0.37535, 4.30806)
C (-2.41948, -0.35802, 2.98096)
C (-2.03109, -1.60029, 2.33190)
H (-3.01153, 0.43397, 2.56608)
C (-1.19771, -2.33425, 3.26521)
C (-1.09457, -1.56963, 4.48390)
H (-0.71084, -1.92514, 5.42551)
H (-2.07669, 0.30329, 5.12217)
H (-2.34510, -1.96086, 1.36584)
H (-0.81195, -3.32958, 3.12408)
C (1.98285, 0.31749, 3.06162)
C (1.70233, -0.60566, 4.12522)
C (1.37882, -1.86739, 3.54361)
H (1.79109, -0.40954, 5.19212)
C (1.37315, -1.73171, 2.11028)
C (1.80367, -0.38529, 1.81491)
H (2.02792, 0.01007, 0.82469)
H (2.31431, 1.32233, 3.17341)
H (1.33540, -2.79000, 4.08381)
H (1.23068, -2.53921, 1.38154)
C (-0.33057, 4.39154, 4.57730)
C (-0.12010, 3.38461, 5.53013)
C (-0.10664, 2.02354, 5.13468)
C (-0.30381, 1.72129, 3.80298)
C (-0.58889, 2.68967, 2.86745)
C (-0.56809, 4.04555, 3.24524)
H (-0.32545, 5.44785, 4.86741)
H (0.02513, 3.65615, 6.57676)
H (0.03091, 1.25999, 5.91295)
H (-0.83003, 2.39405, 1.84950)
H (-0.75445, 4.81121, 2.48211)

# C29H36AlCl5F8N3O19P2

C29H36AlCl5F8N3O19P2 as an isolated structure at a distorted geometry (ωB97M-V/def2-TZVPD, OMol25).

- LUMO level: 1.74 eV
- E: -6745.140829 Eh
- Total charge: -3
- Highest occupied orbital energy: -1.46 eV
- Frontier orbital gap: 3.194 eV

CARTESIAN COORDINATES (ANGSTROEM)
C (1.10382, 2.95449, 0.35229)
C (0.28979, 2.09444, 0.40270)
C (-0.59784, 0.99821, 0.55095)
C (-1.79151, 0.94815, -0.13207)
C (-2.11176, 2.08275, -1.07743)
C (-3.45239, 2.83380, -0.77747)
C (-3.31755, 4.34184, -0.57666)
O (-4.15857, 4.94007, 0.03129)
O (-2.26729, 5.03560, -1.08704)
C (-2.66586, -0.14264, 0.02935)
C (-3.98413, -0.31044, -0.70763)
C (-3.77864, -1.40399, -1.78748)
F (-5.00547, -1.82331, -2.25355)
C (-2.26626, -1.10900, 0.88646)
C (-1.04443, -1.10705, 1.60885)
C (-0.22131, -0.03011, 1.41899)
C (1.11019, 0.06090, 2.12157)
C (2.29692, -0.29715, 1.13532)
C (1.97344, -1.16858, -0.08783)
C (3.29651, -1.65358, -0.75937)
N (3.14993, -1.61536, -2.21807)
C (-0.86348, -2.29970, 2.42927)
O (0.03181, -2.59042, 3.23431)
N (-1.95305, -3.10637, 2.09259)
C (-2.91573, -2.38889, 1.29166)
O (-3.98328, -2.83495, 1.04358)
H (1.79005, 3.75142, 0.20667)
H (-2.19473, 1.63714, -2.08098)
H (-1.27961, 2.79005, -1.14744)
H (-4.14444, 2.61356, -1.59723)
H (-3.90036, 2.43166, 0.13462)
H (-2.07770, 4.75908, -1.99613)
H (-4.33107, 0.59407, -1.19946)
H (-4.70150, -0.72113, 0.00916)
H (-3.20980, -0.97364, -2.62390)
H (-3.19374, -2.24009, -1.39513)
H (1.11658, -0.57362, 3.00359)
H (1.27564, 1.08074, 2.46874)
H (2.99552, -0.89166, 1.74433)
H (2.83073, 0.60541, 0.81962)
H (1.41921, -0.64167, -0.87233)
H (1.42980, -2.06147, 0.26031)
H (3.57620, -2.66280, -0.42167)
H (4.04492, -0.88660, -0.51470)
H (2.30590, -2.08686, -2.51489)
H (3.97981, -2.00966, -2.66051)
H (-2.40157, -3.58996, 2.87777)
Al (-0.16724, -4.54139, 2.78504)
F (0.86697, 5.13163, -1.06893)
O (0.13953, 0.79086, 4.76138)
H (-0.76587, 0.50805, 4.61472)
O (5.00218, -3.29590, -3.74598)
Cl (5.39776, -4.10004, -4.89949)
O (6.62145, -4.81314, -4.57284)
O (5.62280, -3.24187, -6.03225)
O (4.35785, -5.04821, -5.19381)
O (2.86623, 6.20652, 0.89311)
H (2.53233, 6.33697, 1.80042)
H (3.52232, 6.88525, 0.65281)
H (2.09692, 6.16447, 0.21071)
C (5.93728, 4.62377, -0.23915)
C (5.89421, 3.28387, -0.13389)
C (7.13943, 2.48179, 0.12758)
O (7.04901, 1.27928, 0.23489)
C (8.40723, 3.20207, 0.23715)
C (8.43615, 4.53378, 0.12695)
C (7.19141, 5.33321, -0.10631)
O (7.28111, 6.55134, -0.17753)
O (9.57286, 5.23490, 0.21886)
O (4.76637, 2.60852, -0.25210)
H (5.05263, 5.21361, -0.42671)
H (9.29950, 2.61659, 0.40797)
H (9.31438, 6.16864, 0.10524)
H (4.99133, 1.66214, -0.13895)
C (-2.23949, 3.56754, 3.87745)
Cl (-1.12267, 3.35512, 2.52651)
Cl (-3.64265, 4.50899, 3.32849)
Cl (-2.79375, 2.00289, 4.47295)
Cl (-1.41790, 4.44131, 5.18487)
C (-7.16637, -2.85603, 5.72437)
C (-6.19549, -2.95020, 4.56968)
O (-5.19992, -3.65650, 4.62278)
N (-6.46476, -2.21518, 3.46387)
C (-7.57863, -1.32426, 3.22362)
H (-6.81584, -3.49533, 6.52975)
H (-7.22186, -1.83005, 6.09248)
H (-8.15686, -3.19477, 5.41690)
H (-5.77871, -2.33030, 2.73113)
H (-8.12765, -1.67398, 2.34684)
H (-7.19688, -0.32133, 3.01788)
H (-8.25061, -1.28296, 4.07513)
F (4.48536, -4.62261, -10.18206)
P (3.44334, -3.63740, -9.34273)
F (4.34421, -2.38669, -9.95598)
F (3.96896, -4.64044, -8.17925)
F (2.60632, -3.54530, -10.77313)
F (3.32966, -2.49338, -8.16966)
F (1.91999, -4.09425, -8.89512)
O (-4.82718, -6.01210, -0.21696)
P (-5.87516, -6.08725, 0.88914)
O (-5.18079, -6.44497, 2.19988)
O (-6.91160, -7.16068, 0.56996)
O (-6.56296, -4.72929, 0.99732)

> Look up the total charge of the first one.

+2

> What is the E in the second record?

-1580.252335 Eh